Entry from the OMol25 dataset: a 12-piece molecular cluster, C6H32O11 overall (ωB97M-V with the def2-TZVPD basis set).

The geometry in XYZ format:
```
49
Properties=species:S:1:pos:R:3
O 3.778 -0.332 -0.675
O 2.410 -2.292 0.393
O 4.292 2.220 0.825
O -0.022 -3.414 0.204
O 0.082 0.881 -3.091
O -1.545 2.823 -1.966
O -2.710 -0.430 -2.237
O 0.611 2.901 -0.342
O -2.199 -2.818 -1.120
O -0.809 -3.142 2.874
O 2.484 1.376 -2.305
C -2.266 -0.077 1.487
C -3.118 1.226 1.210
C 1.279 0.422 2.813
C -0.786 0.158 1.352
C -0.262 0.374 0.146
C -0.031 0.408 2.575
H -0.281 2.951 -0.796
H -2.108 2.043 -1.968
H -2.601 1.612 0.304
H -1.325 -2.888 -0.614
H -2.292 -3.714 -1.411
H 1.970 0.865 3.588
H 3.416 2.581 0.933
H 2.498 -1.322 0.250
H -0.428 0.179 -2.613
H 4.508 -0.838 -1.074
H -0.204 1.045 -3.971
H -2.662 -0.761 0.694
H 2.049 2.163 -1.866
H -0.795 0.611 3.387
H 4.146 1.487 0.216
H -1.010 0.624 -0.638
H -2.950 2.030 1.967
H 0.515 2.835 0.639
H 2.908 -2.391 1.198
H -3.648 -0.340 -1.924
H 2.019 0.354 1.985
H -2.618 -0.592 2.395
H 3.307 0.220 -1.322
H -2.592 -1.329 -1.890
H 0.769 0.296 -0.116
H 0.826 -2.930 0.113
H -0.863 -3.264 1.932
H -1.162 2.721 -2.843
H -4.173 1.048 0.869
H -0.436 -2.296 3.076
H 1.692 1.005 -2.711
H 0.334 -4.289 0.065
```

HOMO	-8.71	eV
LUMO	0.04	eV
ΔE to the lowest compared entry with this formula, charge and spin	2.366	eV
SMILES string	C=CC(=C)CC.O.O.O.O.O.O.O.O.O.O.O
charge	0